Entry 1:
ORCA calculation (ωB97M-V with the def2-TZVPD basis set) on an isolated molecule of C5H8N2O.

Element x y z (Å)
O1 -0.328 2.029 -0.056
N1 -2.258 -0.198 0.632
N2 2.235 -0.441 0.143
C1 -1.465 -0.685 -0.493
C2 1.852 0.864 0.132
C3 1.088 -1.238 -0.052
C4 0.042 -0.385 -0.353
C5 0.491 0.952 -0.149
H1 2.479 1.726 0.127
H2 -1.837 -0.238 -1.410
H3 1.130 -2.316 -0.073
H4 -0.888 2.079 -0.841
H5 -1.720 -0.456 1.448
H6 -2.213 0.842 0.644
H7 2.984 -0.734 0.757
H8 -1.590 -1.800 -0.455

Cartesian forces (eV/Å) of the 2 atoms listed first:
O -0.02 0.89 -0.54
N 0.14 1.39 0.03

The calculation puts the relative energy (zero: lowest compared OMol25 entry of this formula, charge and spin) at 30.83 kcal per mole. As for the total energy: -10341.3893 eV. Its HOMO-LUMO gap is 9.0 eV. As for the charge: 0. Its SMILES is NCc1c[nH]cc1O.

natural (NBO) population analysis, charges in e, atoms 1 to 6: atom 1 (O): -0.68, atom 2 (N): -0.81, atom 3 (N): -0.52, atom 4 (C): -0.24, atom 5 (C): -0.12, atom 6 (C): -0.08


Entry 2:
ORCA calculation (ωB97M-V with the def2-TZVPD basis set) on a cluster of 3 separate species, C42H50ClF6N2O8PS in total.

Element x y z (Å)
Cl1 2.546 3.482 3.278
S1 4.823 1.256 3.469
P1 -2.642 2.780 -3.899
F1 9.520 3.885 8.721
F2 8.813 3.117 10.612
F3 -7.102 0.798 -1.502
F4 -6.541 2.559 -0.385
F5 10.005 1.859 9.317
F6 -5.019 1.186 -1.067
O1 -2.552 -5.558 -1.466
O2 7.933 2.276 7.351
O3 6.814 1.890 9.269
O4 1.435 -1.934 -0.769
O5 -0.871 -0.755 0.452
O6 -5.586 -0.384 1.053
O7 -7.476 0.804 1.368
O8 -0.324 3.358 2.554
N1 -2.249 5.121 -1.925
N2 -1.867 -3.393 -1.283
C1 -1.365 1.504 -1.657
C2 -0.834 4.895 -4.649
C3 2.197 -0.701 -3.220
C4 -6.976 0.695 3.750
C5 2.264 -5.497 -1.377
C6 -6.373 0.454 0.724
C7 -0.775 1.499 -0.389
C8 2.620 -6.732 -0.596
C9 -2.847 -4.584 0.675
C10 1.183 1.714 1.728
C11 -1.471 0.180 -2.368
C12 -6.253 1.265 -0.576
C13 2.345 1.979 2.457
C14 5.772 2.828 6.364
C15 2.002 -0.499 1.151
C16 1.225 -2.065 -5.076
C17 -1.726 3.872 -1.464
C18 1.623 -3.159 -2.805
C19 -7.745 0.094 2.594
C20 2.218 -5.524 -2.759
C21 -1.842 2.706 -2.242
C22 -2.432 -4.586 -0.773
C23 -0.285 0.292 0.343
C24 1.889 -4.358 -3.450
C25 -2.773 -2.732 -2.252
C26 -1.737 1.669 -5.075
C27 1.685 -3.131 -1.400
C28 1.985 -4.299 -0.715
C29 3.339 1.004 2.526
C30 -1.108 3.868 -0.219
C31 0.041 2.686 1.632
C32 1.269 -1.889 -3.559
C33 1.915 -1.884 0.556
C34 6.828 1.767 6.576
C35 -2.928 -0.237 -2.668
C36 3.151 -0.211 1.877
C37 9.049 2.799 9.344
C38 7.772 2.271 8.666
C39 1.016 0.487 1.070
C40 -2.295 4.407 -4.700
C41 -3.325 -1.380 -1.728
C42 -0.623 2.698 0.313
H1 1.762 -0.098 -2.427
H2 -3.100 -0.567 -3.688
H3 6.415 0.879 7.052
H4 -2.250 -2.551 -3.190
H5 1.863 -6.985 0.142
H6 2.906 -2.331 0.635
H7 -0.341 4.495 -3.771
H8 -8.816 0.189 2.757
H9 -7.248 0.200 4.681
H10 -7.522 -0.965 2.469
H11 -5.901 0.589 3.603
H12 -1.720 -2.789 -0.481
H13 2.013 -4.332 0.364
H14 -1.033 4.786 0.345
H15 3.198 -1.022 -2.944
H16 -0.792 5.980 -4.657
H17 -7.192 1.760 3.839
H18 2.228 -2.172 -5.485
H19 7.259 1.461 5.624
H20 -3.166 -5.588 0.923
H21 -4.414 -1.427 -1.738
H22 -1.711 2.205 -6.022
H23 2.269 -0.047 -4.088
H24 -1.037 -0.611 -1.772
H25 -0.320 4.555 -5.547
H26 -3.626 -3.850 0.868
H27 6.208 3.720 5.912
H28 0.714 -1.220 -5.528
H29 -1.982 -4.304 1.277
H30 -3.566 0.608 -2.444
H31 1.260 -2.479 1.201
H32 5.644 1.936 2.651
H33 -2.942 5.125 -4.214
H34 0.684 -2.969 -5.342
H35 2.815 -7.560 -1.269
H36 5.324 3.129 7.312
H37 2.439 -6.420 -3.317
H38 0.267 -1.616 -3.243
H39 -3.622 -3.365 -2.491
H40 -3.017 -1.186 -0.703
H41 -0.856 0.252 -3.259
H42 3.929 -0.955 1.967
H43 1.863 -4.424 -4.525
H44 -2.270 0.745 -5.254
H45 -2.663 4.323 -5.721
H46 -3.255 5.106 -1.780
H47 4.986 2.448 5.707
H48 -1.869 5.872 -1.365
H49 -0.701 1.512 -4.788
H50 3.552 -6.552 -0.057

Cartesian forces (eV/Å) of the 2 atoms listed first:
Cl 0.06 0.00 -0.11
S 0.19 -0.51 0.38

As for the total energy: -112677.5704 eV. Its HOMO-LUMO gap is 7.1 eV. As for the charge: 0. Its SMILES is CCP(C)c1c(N)cc2c(c1CCCCNC(C)=O)C(=O)c1c(COc3cc(C)ccc3C(C)C)cc(S)c(Cl)c1C2=O.CCOC(=O)C(F)(F)F.CCOC(=O)C(F)(F)F.

Mulliken population analysis, charges in e, atoms 1 to 6: atom 1 (Cl): -0.18, atom 2 (S): -0.22, atom 3 (P): 0.06, atom 4 (F): -0.25, atom 5 (F): -0.24, atom 6 (F): -0.30


Entry 3:
ORCA calculation (ωB97M-V with the def2-TZVPD basis set) on a cluster of 10 separate species, C43H63BIN12O8P2 in total.

Element x y z (Å)
I1 3.306 -3.245 -0.876
P1 3.865 2.352 -0.823
P2 4.110 -1.005 -1.512
O1 4.943 1.555 1.428
O2 7.690 3.078 0.965
O3 2.263 2.407 -1.297
O4 2.299 0.505 4.645
O5 2.734 -0.245 -1.998
O6 4.142 3.798 -0.102
O7 5.612 -2.293 2.165
O8 7.036 4.298 0.589
N1 -3.196 6.738 -1.803
N2 4.547 -0.269 0.129
N3 3.026 6.483 2.332
N4 4.547 -0.947 9.336
N5 0.818 3.326 -3.641
N6 -5.158 -4.404 -4.710
N7 -9.197 -3.874 0.566
N8 7.884 -1.499 1.828
N9 0.207 -5.545 0.006
N10 4.464 1.023 4.214
N11 -1.683 -0.668 -4.135
N12 -5.338 -6.271 1.164
C1 -3.050 -1.620 -5.591
C2 -11.373 -3.561 0.827
C3 -9.681 -3.477 -0.649
C4 -0.900 -5.869 -0.733
C5 -0.025 5.114 -4.640
C6 4.773 0.658 7.832
C7 0.584 -6.620 0.769
C8 -1.229 -7.166 -0.444
C9 4.016 8.232 1.401
C10 1.015 4.660 -3.874
C11 5.284 0.153 9.000
C12 3.064 1.043 3.910
C13 2.626 0.840 1.375
C14 -3.742 7.848 -1.215
C15 6.018 -0.296 0.447
C16 -5.380 -6.497 -4.031
C17 -6.266 -4.900 -5.341
C18 3.681 -0.169 7.451
C19 -3.221 8.950 -1.837
C20 -0.338 2.923 -4.258
C21 -6.429 -6.201 -4.941
C22 2.485 7.596 2.921
C23 -0.288 -7.642 0.509
C24 -10.220 -3.924 1.472
C25 -4.373 -5.358 0.840
C26 -1.253 -1.956 -4.288
C27 3.930 1.033 0.575
C28 3.567 -1.149 8.402
C29 7.138 2.034 0.200
C30 -11.031 -3.277 -0.521
C31 -2.078 -2.572 -5.184
C32 -0.885 4.013 -4.885
C33 3.961 6.865 1.398
C34 -4.615 -5.368 -3.910
C35 -2.782 -0.452 -4.926
C36 -2.336 7.118 -2.797
C37 6.265 1.115 1.064
C38 -6.119 -5.118 -0.557
C39 -2.329 8.488 -2.842
C40 -4.828 -4.627 -0.227
C41 2.497 1.717 2.656
C42 -6.406 -6.130 0.321
C43 3.081 8.694 2.364
B1 6.479 -1.394 1.534
H1 -3.398 5.791 -1.546
H2 -6.762 -4.769 -1.349
H3 1.435 -6.565 1.426
H4 -7.214 -6.864 -5.264
H5 5.141 1.526 7.311
H6 4.502 6.137 0.815
H7 -1.750 9.092 -3.520
H8 -1.997 -3.595 -5.512
H9 4.954 -1.832 2.697
H10 6.761 1.051 2.035
H11 1.876 5.171 -3.476
H12 2.179 0.058 -1.264
H13 -1.355 -5.154 -1.398
H14 3.707 3.905 0.754
H15 -3.734 -5.167 -3.324
H16 1.727 7.509 3.680
H17 -9.027 -3.372 -1.498
H18 1.787 1.093 0.722
H19 -10.042 -4.214 2.494
H20 -5.273 -6.942 1.906
H21 1.765 2.901 -0.626
H22 -12.353 -3.505 1.271
H23 -4.796 -3.474 -4.819
H24 2.876 -1.969 8.495
H25 4.979 0.541 3.494
H26 -7.275 -6.760 0.417
H27 1.430 2.734 -3.099
H28 -6.840 -4.289 -6.017
H29 4.701 -1.519 10.145
H30 -4.295 -3.830 -0.717
H31 -8.236 -4.096 0.762
H32 -0.154 6.125 -4.988
H33 1.426 1.821 2.826
H34 -1.799 4.020 -5.456
H35 4.655 8.836 0.780
H36 4.160 -0.959 0.790
H37 -11.697 -2.962 -1.306
H38 -2.053 -7.715 -0.868
H39 0.673 -4.659 -0.009
H40 2.884 2.723 2.488
H41 4.827 1.960 4.328
H42 3.054 -0.056 6.584
H43 -1.263 0.014 -3.536
H44 -3.855 -1.774 -6.291
H45 6.527 -0.548 -0.490
H46 6.786 4.708 1.425
H47 6.590 2.428 -0.658
H48 2.457 -0.199 1.688
H49 2.870 9.718 2.619
H50 -0.256 -8.622 0.952
H51 -3.454 9.975 -1.601
H52 -0.669 1.903 -4.203
H53 -4.451 7.757 -0.410
H54 -3.275 0.505 -4.944
H55 8.400 -0.633 1.726
H56 -3.451 -5.307 1.394
H57 -5.209 -7.431 -3.523
H58 2.773 5.541 2.556
H59 7.955 1.427 -0.201
H60 7.972 -1.779 2.800
H61 -0.399 -2.324 -3.745
H62 -1.808 6.386 -3.383
H63 6.104 0.481 9.616

Cartesian forces (eV/Å) of the 2 atoms listed first:
I 0.16 0.56 0.24
P 0.64 0.33 -2.12

As for the total energy: -107219.2213 eV. Its HOMO-LUMO gap is 4.8 eV. As for the charge: +1.

Mulliken population analysis, charges in e, atoms 1 to 6: atom 1 (I): 0.06, atom 2 (P): 0.07, atom 3 (P): 0.04, atom 4 (O): -0.20, atom 5 (O): -0.31, atom 6 (O): -0.49


Entry 4:
ORCA calculation (ωB97M-V with the def2-TZVPD basis set) on a structure of composition C23H30FFeN8O7PS.

Element x y z (Å)
Fe1 0.507 0.941 -0.221
S1 1.076 0.302 -3.232
P1 1.539 2.285 2.498
F1 0.974 2.675 -0.385
O1 2.281 0.301 -0.661
O2 -1.327 0.842 0.801
O3 3.474 -1.561 -1.050
O4 1.134 1.104 1.674
O5 -2.788 -0.611 1.713
O6 -0.102 -0.459 -4.244
O7 1.677 1.359 -4.033
N1 -1.098 2.197 -3.780
N2 0.588 -0.786 -9.772
N3 1.287 1.853 4.082
N4 0.195 -0.971 -0.035
N5 -1.614 2.320 -1.468
N6 -0.008 0.851 -2.148
N7 0.668 3.680 2.363
N8 3.138 2.641 2.306
C1 -2.558 3.203 -1.714
C2 1.746 0.542 4.508
C3 1.105 -3.128 -0.255
C4 -1.782 -0.312 1.076
C5 0.189 -1.740 -6.212
C6 -0.788 3.522 2.282
C7 -1.071 -2.792 0.725
C8 0.327 0.549 -7.746
C9 -0.895 -1.429 0.555
C10 0.395 -0.692 -8.372
C11 1.205 -1.757 -0.385
C12 1.154 4.794 1.554
C13 2.447 -0.982 -0.757
C14 -2.037 3.107 -3.999
C15 -0.068 -3.646 0.286
C16 0.107 -0.499 -5.594
C17 3.798 2.574 1.007
C18 0.993 2.759 5.170
C19 3.849 3.424 3.294
C20 0.177 0.653 -6.373
C21 -0.918 1.836 -2.503
C22 0.324 -1.838 -7.589
C23 -2.818 3.660 -3.000
H1 0.187 2.347 5.784
H2 0.224 0.018 -10.263
H3 4.031 4.449 2.946
H4 1.834 -0.113 3.646
H5 1.940 -3.746 -0.550
H6 0.948 4.637 0.494
H7 2.718 0.601 5.015
H8 1.023 0.105 5.202
H9 -3.126 3.555 -0.857
H10 -1.122 2.752 2.977
H11 -1.257 4.473 2.548
H12 4.817 2.204 1.148
H13 -2.177 3.399 -5.037
H14 0.385 -2.814 -8.059
H15 0.680 3.722 4.778
H16 0.190 -1.629 -10.159
H17 0.138 -2.630 -5.597
H18 0.662 5.705 1.903
H19 -3.582 4.393 -3.217
H20 4.821 2.967 3.502
H21 -0.182 -4.717 0.402
H22 2.227 4.914 1.687
H23 3.847 3.563 0.537
H24 3.267 1.902 0.342
H25 0.103 1.609 -5.877
H26 1.863 2.910 5.824
H27 3.287 3.478 4.224
H28 -1.102 3.215 1.283
H29 -1.971 -3.141 1.211
H30 0.390 1.452 -8.346

Cartesian forces (eV/Å) of the 2 atoms listed first:
Fe -0.18 -0.54 0.38
S -0.01 -0.33 -0.23

Its expectation value of S² is 0.833. As for the spin multiplicity: 2. The calculation puts the relative energy (zero: lowest compared OMol25 entry of this formula, charge and spin) at 5.49 kcal per mole. As for the total energy: -107826.2081 eV. Its HOMO-LUMO gap (spin up / spin down) is 7.6 / 7.6 eV. As for the charge: -1.

Mulliken population analysis, charges in e, atoms 1 to 6: atom 1 (Fe): 0.79, atom 2 (S): 0.34, atom 3 (P): -0.56, atom 4 (F): -0.68, atom 5 (O): -0.63, atom 6 (O): -0.49


> Which of these has the highest charge?

C43H63BIN12O8P2